Formula: C21H28Cl48NO5PS
Source: the OMol25 dataset
Level of theory: wB97M-V/def2-TZVPD

Each line ends with the Mulliken charge.
Cartesian coordinates (Å):
C (-1.32, -5.78, -0.23)  -0.732
C (-1.32, -4.32, -0.97)  0.172
C (-1.77, -3.26, 0.15)  -1.474
C (-1.66, -1.72, -0.27)  0.940
N (-1.93, -0.94, 0.99)  -0.400
O (-2.78, -1.40, -1.16)  -0.305
C (-2.41, -1.32, -2.52)  0.340
O (-2.23, -0.20, -3.08)  -0.354
O (-2.29, -2.46, -3.40)  -0.336
P (0.04, -1.15, -0.85)  0.359
O (1.12, -1.51, 0.46)  -0.364
O (0.67, -1.97, -2.19)  -0.484
S (0.17, 0.81, -1.05)  0.150
H (-0.37, -6.34, -0.54)  0.268
H (-1.26, -5.64, 0.91)  0.056
H (-2.26, -6.38, -0.49)  0.291
H (-2.10, -4.43, -1.81)  0.073
H (-0.26, -4.19, -1.37)  0.054
H (-2.89, -3.46, 0.35)  0.381
H (-1.23, -3.49, 1.13)  0.445
H (-2.52, -0.12, 0.77)  0.079
H (-2.43, -1.59, 1.61)  0.323
H (-1.37, -2.51, -3.75)  0.295
H (0.79, -1.10, 1.29)  0.253
H (1.53, -1.52, -2.42)  0.200
C (-5.13, -2.88, -4.95)  0.851
Cl (-5.23, -4.62, -4.65)  -0.151
Cl (-4.49, -2.56, -6.57)  -0.137
Cl (-6.72, -2.12, -4.75)  -0.002
H (-4.45, -2.44, -4.23)  -0.579
C (0.26, 1.92, -5.03)  0.814
Cl (1.27, 2.78, -3.85)  -0.044
Cl (-0.69, 3.07, -5.99)  -0.126
Cl (1.27, 0.91, -6.08)  -0.165
H (-0.42, 1.28, -4.48)  -0.480
C (0.24, 3.93, 1.35)  -0.187
Cl (-0.70, 2.44, 1.54)  -0.048
Cl (1.22, 4.24, 2.79)  -0.019
Cl (1.26, 3.84, -0.09)  -0.120
H (-0.46, 4.76, 1.23)  0.307
C (-5.95, 1.25, -7.31)  0.407
Cl (-5.40, 1.21, -8.99)  -0.042
Cl (-5.43, 2.74, -6.52)  -0.131
Cl (-7.71, 1.09, -7.23)  -0.132
H (-5.51, 0.41, -6.78)  -0.095
C (-3.58, 3.15, -1.75)  -0.009
Cl (-2.09, 4.04, -2.08)  -0.041
Cl (-3.28, 1.84, -0.59)  -0.135
Cl (-4.84, 4.23, -1.15)  -0.142
H (-3.92, 2.70, -2.69)  0.190
C (-9.81, -0.57, -2.75)  0.018
Cl (-9.91, -2.31, -2.45)  -0.118
Cl (-9.17, -0.26, -4.37)  -0.059
Cl (-11.39, 0.19, -2.54)  -0.126
H (-9.12, -0.14, -2.02)  0.278
C (2.41, 3.27, 6.57)  0.052
Cl (3.73, 2.10, 6.63)  -0.053
Cl (2.12, 3.97, 8.16)  -0.110
Cl (2.75, 4.53, 5.38)  -0.127
H (1.50, 2.74, 6.26)  0.243
C (4.70, -2.95, -1.40)  -0.097
Cl (3.33, -4.04, -1.63)  -0.086
Cl (4.27, -1.30, -1.90)  -0.096
Cl (5.25, -2.96, 0.28)  -0.101
H (5.53, -3.29, -2.03)  0.398
C (-0.77, -8.24, 3.45)  0.374
Cl (-2.27, -7.32, 3.26)  -0.129
Cl (-0.95, -9.87, 2.79)  -0.132
Cl (0.58, -7.40, 2.68)  -0.091
H (-0.56, -8.32, 4.52)  0.000
C (2.61, -6.80, 6.15)  0.009
Cl (1.25, -7.91, 5.96)  -0.163
Cl (2.17, -5.17, 5.65)  -0.044
Cl (3.17, -6.80, 7.83)  -0.123
H (3.43, -7.15, 5.52)  0.304
C (2.06, -0.96, 8.33)  0.229
Cl (0.95, 0.32, 7.83)  -0.115
Cl (2.43, -0.83, 10.05)  -0.123
Cl (1.37, -2.55, 7.96)  -0.115
H (2.98, -0.85, 7.77)  0.122
C (6.77, 5.18, 6.46)  0.478
Cl (8.10, 4.01, 6.52)  -0.126
Cl (6.49, 5.89, 8.06)  -0.098
Cl (7.12, 6.45, 5.27)  -0.151
H (5.87, 4.66, 6.15)  -0.095
C (-3.11, 1.47, -12.17)  0.069
Cl (-2.55, 1.43, -13.85)  -0.131
Cl (-2.59, 2.97, -11.38)  -0.102
Cl (-4.87, 1.31, -12.10)  -0.135
H (-2.67, 0.63, -11.64)  0.294
C (4.67, -0.79, 3.42)  0.114
Cl (5.77, -0.47, 4.77)  -0.133
Cl (3.60, -2.15, 3.80)  -0.070
Cl (3.73, 0.65, 3.03)  -0.054
H (5.27, -1.06, 2.55)  0.121
C (9.28, 9.19, 8.32)  0.005
Cl (10.79, 9.94, 7.78)  -0.129
Cl (8.06, 10.42, 8.68)  -0.129
Cl (8.68, 8.06, 7.09)  -0.044
H (9.48, 8.63, 9.23)  0.285
C (1.68, 6.73, -4.92)  -0.050
Cl (0.17, 7.30, -5.65)  -0.121
Cl (1.40, 6.14, -3.28)  -0.063
Cl (2.42, 5.47, -5.92)  -0.101
H (2.38, 7.57, -4.87)  0.336

Properties
**Largest force on an atom**: 0.105 hartree/bohr
**E**: -24076.6117 hartree
**HOMO level**: -8.8 eV